Formula: C40H103MnN6O16
Source: the Open Molecules 2025 dataset
Level of theory: ωB97M-V/def2-TZVPD

Each line ends with the Löwdin charge.
Positions of all 166 atoms, in Å:
1 Mn 2.418 2.089 -0.594  1.0338
2 C -0.696 -0.596 -1.244  -0.0769
3 C 0.794 -0.588 -1.077  -0.4014
4 O 1.306 0.454 -0.327  -0.3514
5 H -1.069 0.233 -1.848  0.0492
6 H -1.253 -0.563 -0.303  0.0669
7 H -0.989 -1.546 -1.701  0.0566
8 H 1.211 -0.648 -2.106  0.1001
9 H 1.120 -1.560 -0.660  0.0895
10 C -4.341 -2.184 0.077  -0.0936
11 O -4.345 -1.692 1.412  -0.2121
12 C -4.696 -2.670 2.365  -0.2384
13 C -5.261 -1.996 3.593  -0.1971
14 N -4.197 -1.214 4.245  -0.0531
15 C -4.590 -0.579 5.475  -0.2292
16 C -3.595 0.513 5.839  -0.2210
17 O -3.603 1.570 4.894  -0.2126
18 C -4.727 2.422 4.943  -0.1074
19 H -3.880 -1.407 -0.527  0.0588
20 H -5.340 -2.415 -0.313  0.0942
21 H -3.730 -3.099 0.031  0.0874
22 H -3.786 -3.214 2.641  0.1251
23 H -5.448 -3.360 1.958  0.1250
24 H -5.656 -2.754 4.274  0.1227
25 H -6.110 -1.335 3.337  0.1239
26 H -3.777 -0.595 3.565  0.0978
27 H -4.659 -1.304 6.293  0.1246
28 H -5.587 -0.092 5.433  0.1147
29 H -2.577 0.110 5.874  0.1220
30 H -3.742 0.873 6.871  0.1230
31 H -5.129 2.488 5.960  0.0940
32 H -5.529 2.100 4.272  0.0912
33 H -4.376 3.406 4.628  0.0675
34 C 4.007 -9.365 2.196  -0.1123
35 O 4.162 -8.007 1.881  -0.1768
36 C 3.789 -7.726 0.565  -0.2597
37 C 3.889 -6.271 0.332  -0.2165
38 N 2.739 -5.511 0.829  -0.0655
39 C 2.920 -4.085 0.664  -0.1959
40 C 3.819 -3.421 1.702  -0.1907
41 O 3.048 -3.242 2.884  -0.2233
42 C 3.690 -2.412 3.835  -0.0822
43 H 4.634 -10.000 1.556  0.0914
44 H 2.961 -9.685 2.112  0.0926
45 H 4.325 -9.515 3.225  0.0884
46 H 2.782 -8.098 0.334  0.1309
47 H 4.503 -8.193 -0.133  0.1322
48 H 3.989 -6.060 -0.741  0.1232
49 H 4.846 -5.907 0.745  0.1232
50 H 2.590 -5.751 1.806  0.1358
51 H 1.956 -3.589 0.814  0.1038
52 H 3.375 -3.852 -0.298  0.1195
53 H 4.151 -2.461 1.270  0.1062
54 H 4.702 -4.005 1.994  0.1269
55 H 4.740 -2.704 3.940  0.0951
56 H 3.221 -2.582 4.803  0.1013
57 H 3.544 -1.364 3.565  0.0713
58 C -0.071 3.380 -9.447  -0.1053
59 O 0.227 2.456 -8.422  -0.1794
60 C 0.298 3.035 -7.154  -0.2728
61 C 0.611 2.000 -6.135  -0.2369
62 N -0.509 1.112 -5.907  -0.0300
63 C -0.216 0.165 -4.862  -0.2209
64 C -1.314 -0.838 -4.664  -0.2346
65 O -2.452 -0.310 -4.015  -0.1928
66 C -3.406 -1.303 -3.807  -0.1170
67 H -0.480 2.822 -10.290  0.0887
68 H 0.825 3.917 -9.780  0.0898
69 H -0.845 4.104 -9.159  0.0893
70 H -0.646 3.542 -6.890  0.1288
71 H 1.050 3.845 -7.145  0.1257
72 H 0.951 2.558 -5.252  0.1084
73 H 1.514 1.434 -6.435  0.1302
74 H -0.656 0.593 -6.767  0.1229
75 H -0.019 0.684 -3.921  0.0993
76 H 0.684 -0.437 -5.088  0.0978
77 H -0.936 -1.746 -4.166  0.0903
78 H -1.700 -1.208 -5.635  0.1356
79 H -3.035 -2.024 -3.061  0.0814
80 H -3.672 -1.812 -4.739  0.0951
81 H -4.299 -0.864 -3.363  0.0854
82 C 4.425 0.387 1.276  -0.0675
83 O 4.170 1.575 0.549  -0.2845
84 C 5.077 2.641 0.868  -0.1695
85 C 4.939 3.717 -0.193  -0.1422
86 N 3.495 3.972 -0.425  -0.1180
87 C 3.145 4.845 -1.543  -0.1577
88 C 1.659 4.755 -1.882  -0.1726
89 O 1.141 3.435 -1.756  -0.2679
90 C -0.146 3.300 -2.269  -0.0703
91 H 5.446 0.021 1.114  0.1066
92 H 3.682 -0.355 1.017  0.0732
93 H 4.402 0.602 2.353  0.1025
94 H 6.087 2.232 0.954  0.1363
95 H 4.813 3.002 1.871  0.1249
96 H 5.399 3.360 -1.122  0.1316
97 H 5.470 4.630 0.094  0.1366
98 H 3.232 4.520 0.411  0.0825
99 H 3.744 4.637 -2.431  0.1291
100 H 3.290 5.915 -1.345  0.1373
101 H 1.580 5.068 -2.931  0.1339
102 H 1.026 5.448 -1.319  0.1356
103 H -0.425 2.266 -2.449  0.0740
104 H -0.185 3.738 -3.279  0.1027
105 H -0.883 3.832 -1.664  0.0994
106 C -3.074 6.718 4.296  -0.0964
107 O -2.203 6.186 3.316  -0.1924
108 C -2.863 5.837 2.116  -0.2318
109 C -1.928 5.013 1.266  -0.1957
110 N -1.509 3.719 1.822  -0.0481
111 C -2.572 2.678 1.856  -0.1598
112 C -2.756 1.983 0.539  -0.2131
113 O -3.600 2.738 -0.319  -0.1803
114 C -3.802 2.100 -1.550  -0.1002
115 H -2.469 6.802 5.198  0.0901
116 H -3.869 5.995 4.512  0.0797
117 H -3.485 7.688 4.016  0.0918
118 H -3.186 6.726 1.551  0.1325
119 H -3.787 5.259 2.290  0.1216
120 H -1.029 5.601 1.010  0.1149
121 H -2.356 4.892 0.266  0.1135
122 H -1.188 3.822 2.781  0.1069
123 H -3.488 3.026 2.341  0.1109
124 H -2.145 1.940 2.542  0.1094
125 H -3.162 0.970 0.679  0.1204
126 H -1.746 1.875 0.105  0.1135
127 H -4.707 2.482 -2.018  0.0947
128 H -3.946 1.018 -1.429  0.0782
129 H -2.949 2.264 -2.220  0.0784
130 C 1.689 3.121 2.533  -0.2318
131 C 1.962 4.549 2.868  -0.1966
132 O 2.943 5.145 2.017  -0.0689
133 O 1.182 2.918 1.236  -0.1216
134 H 0.995 2.681 3.251  0.1315
135 H 2.630 2.577 2.627  0.1134
136 H 2.332 4.606 3.899  0.1361
137 H 1.047 5.155 2.897  0.1224
138 H 3.575 5.645 2.537  0.1091
139 H 0.261 3.306 1.220  0.0808
140 C -0.313 -1.883 2.579  -0.2427
141 C 0.014 -0.417 2.721  -0.2456
142 O 1.373 -0.096 2.498  -0.0865
143 O 0.418 -2.720 3.435  -0.0512
144 H -0.059 -2.155 1.533  0.1024
145 H -1.392 -2.003 2.671  0.1126
146 H -0.295 -0.065 3.714  0.1227
147 H -0.613 0.150 2.015  0.1028
148 H 1.433 -0.075 1.516  0.0425
149 H 1.358 -2.715 3.180  0.0355
150 C -0.688 -4.321 -0.948  -0.0642
151 C 0.009 -5.209 -1.932  -0.4322
152 C 0.935 -4.367 -2.804  -0.2182
153 O 0.187 -3.668 -3.768  -0.1887
154 C 0.973 -3.018 -4.726  -0.1227
155 N 0.757 -6.241 -1.208  0.0475
156 H -1.412 -4.878 -0.348  0.0855
157 H -1.309 -3.615 -1.516  0.0598
158 H -0.028 -3.737 -0.306  0.0544
159 H -0.731 -5.655 -2.597  0.1437
160 H 1.577 -5.104 -3.325  0.1225
161 H 1.609 -3.752 -2.185  0.1200
162 H 1.944 -3.523 -4.846  0.0953
163 H 1.279 -2.021 -4.371  0.0652
164 H 0.417 -2.986 -5.654  0.1000
165 H 1.406 -5.880 -0.476  0.0350
166 H 1.330 -6.773 -1.861  0.0641

Computed properties:
Calculated total energy ... -4268.8145 hartree
LUMO energy (alpha / beta) ... -2.16 / -2.58 eV
Multiplicity ... 6
Charge ... +1
Maximum force ... 2.32 eV/Å
Highest occupied orbital energy (alpha / beta) ... -10.0475 / -10.0475 eV